1.
Density functional theory data (ωB97M-V with the def2-TZVPD basis set) for a 2-piece molecular cluster, C4H12N2O overall in a non-equilibrium geometry.

```
19
Properties=species:S:1:pos:R:3:nbo_charge:R:1
C 0.0192 -0.5661 -1.3332 0.456
H -1.1659 -1.2444 2.0521 0.207
H 2.9672 0.1141 -1.5955 0.360
H -1.3624 0.2026 -2.5728 0.394
H 0.1027 -0.3950 2.8238 0.216
O -0.9506 -1.3528 -0.8407 -0.717
H -1.9869 1.0308 2.5220 0.203
N -0.4305 0.3865 -2.2324 -0.838
H -0.7519 -1.4352 0.1912 0.523
C 1.2292 -0.5018 -0.6889 -0.262
H 0.4001 -0.4305 1.0374 0.252
H 1.8568 1.3277 -1.3300 0.361
H 1.6168 -1.4225 -0.2705 0.198
H 0.2292 0.6685 -2.9428 0.383
C -1.2423 0.8982 1.7386 -0.609
C -0.4741 -0.4127 1.8961 -0.700
N 2.2371 0.4583 -0.9824 -0.840
H -1.7362 0.9245 0.7700 0.205
H -0.5574 1.7499 1.7580 0.206
```

For the HOMO-LUMO gap, the calculation gives 8.121 eV. The SMILES is N/C=C(\N)O.CC. The HOMO energy is -7.1752 eV.

***

2.
Density functional theory data (ωB97M-V with the def2-TZVPD basis set) for a 2-piece molecular cluster, C4H12N2O overall in a non-equilibrium geometry.

```
19
Properties=species:S:1:pos:R:3:nbo_charge:R:1
H -0.1748 -0.0552 -1.8084 0.211
H -1.7310 1.3529 -0.5204 0.211
H -2.7531 -1.2444 -1.3121 0.426
H 0.2204 -1.7606 -1.1689 0.253
C -0.8012 -0.4479 0.2255 0.163
C 1.4679 1.2445 0.0092 -0.418
H -2.6129 0.4921 0.7319 0.263
H 1.8825 -0.7742 1.7338 0.351
N 1.7774 -1.0706 0.7653 -0.645
N 1.0003 -0.1309 0.0624 -0.248
O -2.1090 -1.6499 -0.7194 -1.093
C -1.6196 0.7990 0.4120 -0.659
H 2.4655 1.2782 -0.4382 0.188
H 0.7934 1.8436 -0.5988 0.214
H 1.5081 1.6734 1.0165 0.195
H -0.7599 -1.1324 1.0630 0.228
H -1.2062 1.4532 1.1827 0.211
C -0.0450 -0.7319 -0.9733 -0.194
H 2.6972 -1.1388 0.3371 0.344
```

For the HOMO-LUMO gap, the calculation gives 8.122 eV. The HOMO energy is -7.5202 eV.

***

3.
Density functional theory data (ωB97M-V with the def2-TZVPD basis set) for a 2-piece molecular cluster, C4H12N2O overall in a non-equilibrium geometry.

```
19
Properties=species:S:1:pos:R:3:nbo_charge:R:1
H 1.8086 2.7852 -0.1946 0.198
H 1.8506 -2.2516 -1.0942 0.247
C 2.4476 1.8162 0.0256 -0.438
C -3.3379 -0.0348 0.7013 -0.390
H -2.8377 0.6559 1.2308 0.192
C 2.2899 -0.5269 -0.0056 0.624
H 3.0966 1.8502 0.8667 0.223
H -3.7767 -0.6838 -1.2718 0.365
H 1.6723 -2.3724 0.6593 0.236
H -3.5982 1.0527 -0.9258 0.356
H -2.5532 -0.9397 0.9291 0.164
H -4.4376 -0.5091 1.1715 0.156
H 0.4688 -1.5469 -0.1460 0.208
O 3.5506 -0.5719 0.2307 -0.641
N -3.2278 0.1453 -0.6873 -0.842
C 1.5711 -1.6959 -0.2473 -0.690
H 0.3991 0.7685 -0.1094 0.443
N 1.5166 0.5572 -0.2081 -0.637
H 3.0974 1.5017 -0.9250 0.226
```

For the HOMO-LUMO gap, the calculation gives 9.990 eV. The SMILES is CNC(C)=O.CN. The HOMO energy is -9.4595 eV.

***

4.
Density functional theory data (ωB97M-V with the def2-TZVPD basis set) for a 2-piece molecular cluster, C4H12N2O overall in a non-equilibrium geometry.

```
19
Properties=species:S:1:pos:R:3:nbo_charge:R:1
H -3.1156 0.0381 0.0758 0.435
H -0.2690 2.3573 -0.6429 0.171
H 0.0541 1.0380 1.5612 0.340
C -1.1248 -0.3522 -0.2031 0.306
H -2.3348 0.7850 -1.2776 0.428
H 3.0643 -1.5339 -0.5600 0.487
H -0.1314 0.3902 -1.9607 0.252
N 0.7765 1.5611 1.0801 -0.830
H -1.6941 -1.8691 1.2648 0.213
H 2.4552 -0.9131 0.6919 0.482
N -2.3198 0.0809 -0.5501 -0.601
H -0.0271 -2.0939 0.5518 0.264
H 0.8094 2.4797 1.5044 0.388
O 2.3842 -1.6804 0.1091 -0.955
H 1.3864 1.8795 -0.8761 0.220
C -0.9056 -1.4594 0.6302 -0.158
H 0.8998 -0.4291 -0.9028 0.281
C 0.0496 0.2549 -0.8941 -0.519
C 0.4805 1.6116 -0.3444 -0.202
```

The net charge is +1. As for the multiplicity: 2. For the HOMO-LUMO gap (spin up / spin down), the calculation gives 9.626 / 6.373 eV. The HOMO energy (spin up / spin down) is -13.4837 / -13.4791 eV.

***

5.
Density functional theory data (ωB97M-V with the def2-TZVPD basis set) for a 2-piece molecular cluster, C4H12N2O2 overall in a non-equilibrium geometry.

```
20
Properties=species:S:1:pos:R:3:nbo_charge:R:1
H 0.3738 0.9058 -0.1490 0.414
C -0.5336 -0.7807 0.9811 -0.227
H 1.8726 1.6308 -2.4400 0.470
C -0.9663 -1.4442 -0.3848 -0.254
H 0.6387 0.8834 -1.9551 0.481
H 1.7046 -1.6356 -0.2370 0.218
H 1.0600 -2.9744 -1.2063 0.179
H -1.4865 -0.7464 1.6886 0.241
O -1.0325 1.5272 2.5730 -0.619
H -0.4018 -1.7644 -2.3951 0.377
H 0.2374 -1.2297 1.4883 0.190
H 2.1381 -1.5574 -1.6703 0.201
C 1.2001 -1.8656 -1.1545 -0.455
H 0.3556 2.5555 1.6092 0.134
H -1.1240 -2.4926 -0.1189 0.183
H -2.0181 -1.1924 -0.5094 0.215
N 0.0074 0.6259 0.7450 -0.667
O 0.9542 1.7751 -1.9515 -0.950
C -0.1874 1.6401 1.6922 0.521
N 0.0209 -1.2114 -1.5853 -0.651
```

For the HOMO-LUMO gap, the calculation gives 9.952 eV. The SMILES is CNCCNC=O.O. The HOMO energy is -9.3535 eV.

***

6.
Density functional theory data (ωB97M-V with the def2-TZVPD basis set) for a 2-piece molecular cluster, C4H12N2O2 overall in a non-equilibrium geometry.

```
20
Properties=species:S:1:pos:R:3:nbo_charge:R:1
C 0.5291 0.7195 -1.3267 -0.228
H 0.0917 -1.2833 -0.4532 0.220
N 1.3131 1.2083 -0.1116 -0.635
H 0.0265 1.5658 -1.7842 0.210
O 0.1450 -1.1406 2.1271 -0.958
O 2.5990 0.1823 1.3836 -0.610
H -1.9247 1.1904 1.0113 0.361
H -2.2561 0.5697 -1.3393 0.185
H -2.4492 -1.0389 -0.9408 0.181
N -2.1249 0.2226 0.7154 -0.866
H 0.8004 1.4878 0.7546 0.392
H 0.9864 -1.5189 2.0203 0.484
H 2.6919 -0.1730 -0.6990 0.110
C -1.8563 -0.1184 -0.6572 -0.213
H 0.1894 -0.5557 2.8990 0.481
H -1.6736 -0.5440 1.2430 0.393
H 1.3013 0.2891 -1.9542 0.195
C -0.3514 -0.4481 -1.0426 -0.440
H -0.3772 -0.9425 -2.0729 0.200
C 2.3397 0.3279 0.2274 0.538
```

For the HOMO-LUMO gap, the calculation gives 9.660 eV. The SMILES is NCCCNC=O.O. The HOMO energy is -8.8040 eV.

***

7.
Density functional theory data (ωB97M-V with the def2-TZVPD basis set) for a 2-piece molecular cluster, C4H12N2O2 overall in a non-equilibrium geometry.

```
20
Properties=species:S:1:pos:R:3:nbo_charge:R:1
H 2.2578 2.1888 0.0552 0.386
H 0.1399 -0.7245 2.5070 0.244
C 0.6329 1.0971 -0.4711 0.788
H -0.5624 -2.3133 2.2512 0.241
H -0.4735 1.4346 1.1943 0.486
C -0.8434 -1.6909 -0.6810 -0.725
H 0.8034 0.9941 -2.4968 0.383
C -0.8411 -1.0293 0.6371 0.360
C 0.0012 -1.5044 1.7581 -0.697
H -0.5427 1.9640 -1.9329 0.366
H 1.0097 3.1460 -0.5039 0.357
O 1.2976 0.0291 -0.2144 -0.833
H -1.8260 -0.6999 0.9462 0.189
H -0.9898 -0.9398 -1.4652 0.300
N 1.2555 2.3210 0.0288 -0.909
H 0.9706 -1.8684 1.4322 0.252
O -0.7704 1.0476 0.3564 -0.742
H 0.0890 -2.2143 -0.8787 0.238
H -1.6812 -2.4029 -0.7063 0.232
N 0.0730 1.1655 -1.8163 -0.917
```

For the HOMO-LUMO gap, the calculation gives 8.594 eV. The HOMO energy is -8.4843 eV.

***

8.
Density functional theory data (ωB97M-V with the def2-TZVPD basis set) for a 2-piece molecular cluster, C4H12N2O2 overall in a non-equilibrium geometry.

```
20
Properties=species:S:1:pos:R:3:nbo_charge:R:1
C -2.2345 -1.1724 1.1134 0.446
H -1.7642 1.1943 0.1434 0.245
H -0.7840 1.0605 1.4684 0.228
H 0.9483 -1.0894 0.5426 0.380
H 3.2939 -0.5878 -0.4291 0.517
H -0.2115 1.0873 -2.3941 0.371
O -3.0657 -0.3615 1.4108 -0.525
C 0.3246 1.3499 -0.3883 -0.191
O 2.7101 0.0688 -0.0331 -1.009
H 0.0588 -2.3326 0.0228 0.348
C -1.0069 -0.7474 0.3288 -0.163
H -0.0678 2.3897 -0.4848 0.191
H 1.0580 0.0205 -1.6865 0.370
N 0.1295 -1.6581 0.7509 -0.831
N 0.5954 0.9186 -1.7704 -0.874
H 1.4466 1.4515 0.0082 0.162
H 2.7747 0.9803 0.1267 0.501
H -1.3190 -1.1074 -0.7289 0.181
H -2.0775 -2.1607 1.6141 0.122
C -0.8088 0.6958 0.3853 -0.468
```

For the HOMO-LUMO gap, the calculation gives 9.710 eV. The SMILES is NCC[C@@H](N)C=O.O. The HOMO energy is -9.1753 eV.

***

9.
Density functional theory data (ωB97M-V with the def2-TZVPD basis set) for a 3-piece molecular cluster, C4H12N2O2 overall in a non-equilibrium geometry.

```
20
Properties=species:S:1:pos:R:3:nbo_charge:R:1
C -1.4790 1.2375 -0.6307 -0.682
H -0.4936 -2.7556 1.3247 0.341
H 1.0785 -1.1347 -0.2369 0.209
H -2.0820 -1.4764 -0.5906 0.313
H -1.6875 0.9525 -1.6598 0.225
C -0.4671 0.3314 -0.0098 0.469
H -1.1029 2.2626 -0.6214 0.235
H 2.6455 1.0293 -1.2093 0.156
H 1.6077 2.1835 -0.2845 0.162
H 0.3183 -0.4950 -1.8180 0.232
H -2.3998 1.2114 -0.0462 0.233
N -1.3337 -2.2732 1.0296 -0.656
O 2.4052 0.7093 0.8798 -0.767
H -1.5454 -1.5330 1.7052 0.337
O -0.3094 0.5257 1.3059 -0.701
N -1.1720 -1.8154 -0.2815 -0.526
C 1.9250 1.1494 -0.4003 -0.234
C 0.4094 -0.4559 -0.7450 -0.343
H 3.0553 0.0125 0.7458 0.477
H 0.6274 0.3339 1.5430 0.519
```

For the HOMO-LUMO gap (spin up / spin down), the calculation gives 7.161 / 6.904 eV. The HOMO energy (spin up / spin down) is -6.4032 / -6.1456 eV.

***

10.
Density functional theory data (ωB97M-V with the def2-TZVPD basis set) for C4H12N2O2 as an isolated structure in a non-equilibrium geometry.

```
20
Properties=species:S:1:pos:R:3:nbo_charge:R:1
N -1.4748 -1.6669 0.9901 0.295
O -0.6268 -2.3162 0.2965 -0.439
H -2.8662 -2.1124 -0.4178 0.393
H -1.3902 0.1877 -0.7897 0.177
H 1.0550 0.8423 -2.0214 0.205
O 1.1911 -0.6775 0.9144 -0.775
H 0.4854 -1.5364 0.6193 0.484
H 2.7260 1.4356 0.7275 0.214
C 1.6541 1.6158 0.6185 -0.650
H 1.5044 2.4552 -0.0573 0.205
C 1.0032 0.3497 0.0926 0.407
H -3.3765 -1.1974 1.0106 0.405
H -0.7212 1.7869 -0.5009 0.194
N -2.6909 -1.7525 0.5201 -0.530
H 2.3991 -0.1711 -1.4446 0.210
H 1.2503 1.8571 1.5993 0.217
H 0.8002 -0.8868 -1.6534 0.205
H -1.3672 0.9575 0.9080 0.196
C -0.8812 0.8064 -0.0531 -0.749
C 1.3262 0.0229 -1.3585 -0.664
```

For the HOMO-LUMO gap, the calculation gives 7.720 eV. The HOMO energy is -8.0784 eV.

***

11.
Density functional theory data (ωB97M-V with the def2-TZVPD basis set) for a 2-piece molecular cluster, C4H12N2O2 overall in a non-equilibrium geometry.

```
20
Properties=species:S:1:pos:R:3:nbo_charge:R:1
H 2.1809 1.9182 -1.8505 0.343
H -1.1880 0.4112 -2.1944 0.139
C 0.9004 -2.1558 0.6991 -0.646
O -0.9311 2.2914 -1.4433 -0.647
O -0.9331 -0.3709 0.1949 -0.604
H -2.7619 -0.4674 1.1935 0.169
H -1.5683 0.6082 1.9381 0.170
H 1.5873 -2.5185 1.4722 0.228
H 0.0569 -2.8499 0.6669 0.226
H -2.4047 1.0946 0.4870 0.197
H 1.1937 2.4551 -0.6894 0.379
C -1.9486 0.2333 0.9818 -0.257
C 0.4369 -0.7714 1.0484 -0.050
H 0.0261 -0.7490 2.0576 0.181
N 1.7056 1.6202 -0.9963 -0.663
H 1.4310 -2.1838 -0.2546 0.203
H 0.9083 -0.3109 -1.4970 0.383
C -0.6362 1.0960 -1.5243 0.540
H 1.2283 -0.0248 1.0429 0.212
N 0.7166 0.6741 -1.3327 -0.504
```

For the HOMO-LUMO gap, the calculation gives 9.385 eV. The SMILES is NNC=O.CCOC. The HOMO energy is -8.4261 eV.

***

12.
Density functional theory data (ωB97M-V with the def2-TZVPD basis set) for a 2-piece molecular cluster, C4H12N2O2 overall in a non-equilibrium geometry.

```
20
Properties=species:S:1:pos:R:3:nbo_charge:R:1
C -2.6343 -0.2158 -0.1799 -0.469
H -2.0327 1.8022 -0.2005 0.208
O 0.1538 -1.0996 -0.8860 -0.747
H 1.6857 -1.1568 1.7899 0.368
O 0.8053 1.0445 -1.4291 -0.750
C 0.8708 0.4575 0.9081 -0.249
H -2.7427 -0.3097 -1.2522 0.208
N 2.3532 -0.6130 -0.7286 -0.865
C -2.3209 0.9428 0.3848 -0.341
H 1.7367 1.1004 1.0895 0.191
H -2.9694 -1.0604 0.4044 0.207
H 0.7515 0.7676 -2.3516 0.472
H 3.0464 0.1230 -0.7506 0.371
C 1.0346 -0.0734 -0.5980 0.608
H 2.4295 -1.1936 -1.5558 0.370
H -2.2771 1.0579 1.4545 0.201
H -0.7685 -0.8169 -0.6524 0.495
H 0.0639 -1.2298 1.6781 0.353
H -0.0229 1.0801 0.9971 0.196
N 0.8371 -0.6069 1.8782 -0.827
```

For the HOMO-LUMO gap, the calculation gives 9.882 eV. The SMILES is NCC(N)(O)O.C=C. The HOMO energy is -9.0624 eV.